197
Properties=species:S:1:pos:R:3:forces:R:3:lowdin_charge:R:1 method="wB97M-V/def2-TZVPD" total_charge=-1 e_homo_ev=-6.6 e_tot_ev=-193772.5673 homo_lumo_gap_ha=0.293
Mg 2.005 -0.961 -1.321 0.97 -0.61 0.64 0.4004
C -1.677 -1.197 -2.526 0.01 1.17 1.34 -0.6359
F -2.894 -1.660 -2.262 -0.03 -0.32 0.28 0.1488
F -0.821 -2.217 -2.586 -0.40 0.36 -0.67 0.1297
F -1.785 -0.487 -3.639 0.75 -0.41 -0.30 0.1543
S -1.097 -0.079 -1.096 1.47 -0.64 0.33 0.6965
O -1.933 1.073 -1.118 -0.06 0.11 -0.27 -0.2633
O -1.158 -0.921 0.073 0.25 -0.11 -0.68 -0.2781
N 0.563 0.245 -1.456 -5.40 1.85 0.50 -0.2844
S 0.747 1.862 -1.712 1.72 2.15 -1.58 0.6569
O 2.162 2.084 -1.902 -1.20 -0.63 0.38 -0.2678
O -0.119 2.419 -2.733 0.12 -0.83 1.11 -0.2787
C 0.408 2.808 -0.050 -0.31 -1.03 -1.34 -0.6475
F -0.796 3.350 -0.044 0.20 0.18 0.21 0.1417
F 0.484 1.925 0.941 0.12 -0.12 0.54 0.1288
F 1.337 3.721 0.072 -0.02 0.19 0.15 0.1792
C 4.855 1.950 1.982 0.43 0.36 -1.02 -0.6732
F 4.902 0.628 2.083 0.01 -0.17 -0.07 0.1280
F 3.692 2.309 1.439 -0.30 -0.10 0.21 0.1190
F 4.923 2.437 3.219 0.03 0.37 0.23 0.1271
S 6.282 2.634 0.931 1.11 -1.44 1.10 0.6579
O 6.197 4.078 1.040 -0.45 -0.78 -0.61 -0.3185
O 7.427 2.105 1.651 -0.57 -0.46 -0.88 -0.3256
N 6.052 1.802 -0.566 0.81 2.91 2.61 -0.2501
S 5.465 2.923 -1.535 -2.06 -1.39 -1.52 0.5474
O 5.035 2.297 -2.767 1.15 0.31 0.10 -0.3123
O 4.455 3.750 -0.936 0.36 0.62 -0.05 -0.3181
C 6.890 4.071 -2.014 -0.81 0.86 1.11 -0.6433
F 6.908 4.237 -3.337 0.52 -0.16 0.13 0.1229
F 6.629 5.268 -1.450 0.06 0.05 -0.54 0.0911
F 8.083 3.714 -1.530 -0.10 -0.41 -0.72 0.1258
B 4.006 -0.460 -1.014 2.78 0.27 0.22 -0.3557
H 4.477 -0.059 -1.982 0.38 0.55 -1.10 0.0105
H 4.768 -0.469 -0.153 0.84 -0.22 0.93 0.0106
H 3.149 0.168 -0.638 -1.44 1.88 0.87 -0.0225
H 3.666 -1.521 -1.197 -0.01 -2.51 -0.22 -0.0248
C -2.226 -3.546 1.972 0.37 -0.21 1.29 -0.1022
O -3.500 -4.145 1.820 0.10 -0.90 -1.24 -0.1837
C -3.815 -5.216 2.709 -0.10 0.14 -0.45 -0.1767
C -4.602 -6.357 2.054 -0.72 0.96 -0.30 -0.2026
O -3.872 -7.217 1.214 0.39 -0.31 0.61 -0.1536
C -4.681 -8.287 0.740 -0.04 1.07 -0.72 -0.1919
C -3.864 -9.299 -0.041 -0.69 -0.69 0.17 -0.1817
O -3.617 -10.446 0.761 0.66 -0.17 -0.45 -0.1813
C -2.671 -10.217 1.777 -0.46 0.88 0.90 -0.1116
H -2.239 -3.116 2.980 0.44 0.52 -0.18 0.0971
H -1.983 -2.810 1.208 -0.81 0.17 0.03 0.0625
H -1.361 -4.224 1.942 -0.39 -0.54 -0.03 0.0694
H -4.508 -4.774 3.427 0.09 -0.25 0.46 0.1250
H -2.927 -5.606 3.210 0.10 0.07 0.05 0.1248
H -5.415 -5.888 1.480 0.10 0.12 -0.24 0.1299
H -5.163 -6.906 2.820 0.46 -0.22 0.30 0.1246
H -5.453 -7.832 0.105 -0.02 -0.11 -0.20 0.1270
H -5.236 -8.792 1.536 0.28 -0.09 0.25 0.1318
H -2.954 -8.915 -0.511 0.14 0.31 0.40 0.1202
H -4.468 -9.663 -0.873 -0.10 -0.07 0.08 0.1251
H -3.046 -9.463 2.484 -0.14 -0.02 0.02 0.0823
H -1.722 -9.781 1.448 0.12 -0.45 -0.44 0.0843
H -2.544 -11.122 2.366 0.20 -0.20 -0.34 0.0898
C 8.441 5.230 7.022 -0.19 -0.53 -1.17 -0.1237
O 7.449 5.971 6.350 -0.08 0.40 -0.46 -0.2030
C 6.116 5.430 6.446 1.32 0.67 1.15 -0.1888
C 5.263 5.921 5.303 0.72 0.14 1.06 -0.1720
O 5.306 7.340 5.389 0.09 0.09 0.12 -0.1235
C 5.036 8.042 4.215 -0.21 0.04 -1.35 -0.2071
C 3.556 8.072 3.862 -0.20 -1.09 0.63 -0.1937
O 3.137 6.801 3.363 0.04 1.06 -0.15 -0.2052
C 3.389 6.600 1.978 -0.86 -2.72 0.40 -0.0951
H 8.026 4.705 7.886 0.24 0.03 0.15 0.0806
H 9.302 5.848 7.276 -0.33 0.35 0.28 0.0789
H 8.831 4.522 6.278 0.03 -0.45 0.44 0.0889
H 5.806 5.851 7.409 -0.81 -0.38 0.01 0.1257
H 6.180 4.340 6.508 -0.31 -0.06 -0.19 0.1226
H 4.241 5.591 5.484 -0.04 -0.35 -0.51 0.1297
H 5.743 5.504 4.414 -0.51 0.33 -0.47 0.1399
H 5.541 7.560 3.366 0.19 0.09 0.02 0.1287
H 5.416 9.064 4.278 0.11 -0.07 0.41 0.1241
H 3.246 8.859 3.170 0.27 0.17 -0.02 0.1177
H 3.013 8.167 4.807 -0.10 0.31 -0.08 0.1245
H 2.620 5.855 1.726 -0.47 0.63 -0.47 0.0859
H 4.215 5.894 1.824 0.89 1.03 -0.11 0.0854
H 3.319 7.457 1.314 0.23 0.22 0.25 0.0797
C -9.791 -4.726 -7.802 0.24 0.32 0.82 -0.0917
O -9.285 -4.172 -6.586 -0.38 -0.02 -0.68 -0.1922
C -8.010 -3.588 -6.724 0.20 1.17 1.37 -0.2212
C -7.003 -4.421 -5.940 -0.24 -1.02 0.45 -0.2075
O -5.657 -4.056 -6.087 -0.38 0.51 -0.55 -0.1196
C -5.322 -2.859 -5.409 1.02 0.21 0.48 -0.1903
C -3.934 -2.440 -5.914 0.23 -0.41 0.15 -0.2001
O -3.879 -1.924 -7.223 -0.68 -0.22 -0.12 -0.1843
C -4.392 -0.602 -7.353 0.88 -0.58 0.25 -0.0861
H -8.988 -5.336 -8.219 -0.39 -0.27 -0.43 0.0893
H -10.121 -3.949 -8.497 0.29 0.09 -0.10 0.0849
H -10.683 -5.284 -7.527 0.20 -0.34 -0.09 0.0851
H -8.071 -2.628 -6.195 -0.08 0.07 -0.15 0.1173
H -7.695 -3.298 -7.730 -0.09 -0.68 -0.25 0.1340
H -7.129 -5.485 -6.171 0.35 0.11 -0.58 0.1283
H -7.264 -4.435 -4.871 -0.19 0.50 -0.02 0.1298
H -5.277 -3.083 -4.335 0.29 0.01 0.10 0.1271
H -6.020 -2.018 -5.448 -0.35 -0.26 -0.65 0.1116
H -3.345 -3.358 -5.940 0.04 -0.06 -0.07 0.1243
H -3.398 -1.767 -5.236 -0.39 0.18 0.26 0.1083
H -5.364 -0.483 -6.869 -0.08 0.06 -0.17 0.0786
H -4.436 -0.432 -8.425 -0.20 0.27 0.08 0.0891
H -3.658 0.063 -6.887 -0.26 0.36 -0.07 0.0910
C -3.727 4.182 2.897 0.08 -0.42 -0.97 -0.1021
O -3.540 2.880 3.408 -0.50 0.03 0.78 -0.2074
C -2.241 2.330 3.234 -0.69 -0.20 0.01 -0.1856
C -1.191 2.978 4.104 1.03 -0.69 -0.73 -0.1971
O -1.374 2.733 5.494 -0.44 0.94 -0.95 -0.1109
C -2.363 3.595 6.058 1.23 -0.05 1.27 -0.1804
C -2.207 3.444 7.578 -1.10 -0.97 -1.13 -0.2386
O -1.041 3.976 8.118 0.12 0.23 -0.13 -0.1574
C -0.865 3.624 9.470 -0.21 0.29 0.14 -0.1171
H -3.013 4.927 3.256 0.13 -0.11 0.04 0.0817
H -4.731 4.544 3.109 -0.04 -0.29 0.35 0.0858
H -3.669 4.087 1.806 0.22 0.49 -0.09 0.0839
H -2.022 2.290 2.161 0.48 0.41 0.02 0.1132
H -2.313 1.283 3.535 -0.18 0.04 0.14 0.1306
H -1.005 4.018 3.817 -0.38 0.30 0.56 0.1249
H -0.245 2.504 3.821 0.02 -0.17 0.21 0.1259
H -3.367 3.289 5.770 -0.06 0.04 0.00 0.1204
H -2.187 4.643 5.791 0.02 -0.02 -0.28 0.1310
H -2.216 2.352 7.699 -0.07 -0.03 0.42 0.1271
H -3.145 3.842 7.993 0.25 0.19 0.52 0.1246
H -0.821 2.545 9.651 0.09 -0.13 -0.32 0.0861
H -1.692 4.004 10.079 -0.03 0.11 0.07 0.0834
H 0.061 4.083 9.805 0.03 -0.02 0.00 0.0870
C 3.721 -6.371 1.259 -0.98 0.10 -0.39 -0.0767
O 2.747 -5.468 1.770 -0.23 -0.08 -0.28 -0.2087
C 1.705 -6.073 2.531 0.67 0.51 -0.05 -0.1827
C 0.631 -6.828 1.760 1.16 0.46 -0.24 -0.1919
O 0.096 -5.976 0.778 -0.26 0.60 0.22 -0.1546
C -0.760 -6.639 -0.125 -0.25 -1.14 0.71 -0.1867
C -1.552 -5.706 -1.001 0.39 -0.16 -0.26 -0.1559
O -0.719 -5.022 -1.919 1.04 0.10 -0.34 -0.1938
C -1.246 -4.916 -3.220 -2.45 0.16 0.53 -0.1140
H 3.209 -7.228 0.811 0.22 -0.32 0.26 0.0821
H 4.430 -6.661 2.033 0.09 -0.13 -0.04 0.0914
H 4.208 -5.893 0.410 0.26 0.26 0.29 0.0886
H 1.222 -5.247 3.054 0.05 0.04 0.11 0.1221
H 2.200 -6.716 3.264 -0.40 -0.29 0.23 0.1276
H -0.101 -7.114 2.522 -0.25 -0.41 -0.28 0.1325
H 1.110 -7.675 1.255 -0.38 -0.39 0.19 0.1189
H -1.504 -7.215 0.447 -0.11 0.17 0.05 0.1005
H -0.167 -7.414 -0.630 -0.06 0.30 -0.61 0.1370
H -2.085 -5.008 -0.350 -0.11 0.13 -0.15 0.1283
H -2.277 -6.301 -1.564 -0.13 -0.08 0.20 0.1268
H -2.250 -4.475 -3.100 -0.03 0.06 -0.28 0.0905
H -1.456 -5.883 -3.687 0.59 -0.13 -0.10 0.0982
H -0.750 -4.212 -3.883 0.55 -0.37 0.23 0.0741
C 1.843 -0.920 1.897 -0.14 0.79 -0.20 -0.0280
O 1.956 -1.656 0.678 0.09 0.15 0.76 -0.2315
C 1.294 -2.901 0.742 0.06 -0.45 -0.50 -0.1502
C 1.775 -3.698 -0.461 -0.78 -0.52 0.08 -0.0981
O 1.599 -2.835 -1.603 -0.72 -1.21 -0.15 -0.2034
C 1.781 -3.427 -2.894 0.48 0.91 0.09 -0.1014
C 1.820 -2.262 -3.899 0.09 0.19 0.05 -0.1334
O 2.354 -1.096 -3.271 0.10 -1.02 -1.07 -0.2594
C 2.674 -0.061 -4.191 -0.42 0.70 -0.63 -0.0365
H 2.055 0.133 1.711 -0.19 -0.04 -0.44 0.0801
H 2.586 -1.166 2.657 -0.08 -0.79 -0.13 0.1058
H 0.812 -1.029 2.237 0.06 0.11 0.36 0.0982
H 0.213 -2.723 0.686 0.11 -0.15 -0.08 0.1059
H 1.511 -3.445 1.662 0.22 0.09 -0.05 0.1207
H 1.148 -4.587 -0.558 0.05 0.29 -0.15 0.1088
H 2.802 -4.054 -0.392 0.24 0.52 0.05 0.1338
H 0.951 -4.076 -3.174 0.42 -0.12 0.41 0.0893
H 2.731 -3.960 -2.859 0.02 -0.13 -0.19 0.1458
H 0.814 -2.054 -4.275 -0.05 0.11 0.03 0.1199
H 2.431 -2.510 -4.769 0.11 -0.16 0.06 0.1353
H 1.729 0.386 -4.524 0.11 0.13 -0.05 0.1057
H 3.196 -0.437 -5.075 0.04 -0.30 0.18 0.1023
H 3.296 0.702 -3.727 -0.07 -0.20 0.37 0.0780
C 3.079 6.479 -1.734 0.29 -1.08 1.03 -0.1031
O 1.990 7.214 -2.242 0.20 0.68 -0.64 -0.1922
C 1.916 7.112 -3.665 -0.17 -0.29 0.67 -0.2047
C 0.668 7.781 -4.216 1.15 0.88 -0.48 -0.2106
O -0.475 6.976 -4.205 -0.24 0.19 -0.09 -0.1075
C -0.749 6.394 -2.948 -0.21 0.26 0.98 -0.1891
C -1.997 5.547 -3.039 0.35 -0.31 0.10 -0.2018
O -2.071 4.823 -1.827 0.12 -0.13 0.45 -0.2113
C -3.230 4.015 -1.750 -0.03 0.57 -1.32 -0.1066
H 3.875 6.239 -2.443 -0.07 0.41 -0.23 0.0889
H 2.778 5.505 -1.335 -0.29 -0.05 -0.31 0.0691
H 3.516 6.961 -0.859 0.01 0.46 -0.27 0.0728
H 1.910 6.043 -3.895 -0.15 -0.06 -0.42 0.1347
H 2.815 7.527 -4.131 0.06 0.22 0.06 0.1230
H 0.916 8.131 -5.226 -0.34 -1.08 -0.52 0.1181
H 0.544 8.808 -3.841 -0.40 -0.37 1.22 0.1267
H -0.934 7.126 -2.150 0.07 0.47 -0.29 0.1373
H 0.095 5.834 -2.541 -0.10 -0.40 -0.40 0.1211
H -1.903 4.889 -3.909 -0.15 -0.24 0.03 0.1301
H -2.891 6.167 -3.157 -0.08 0.13 -0.14 0.1246
H -3.241 3.275 -0.955 0.53 0.29 0.21 0.0648
H -3.277 3.484 -2.709 -0.40 -0.28 0.15 0.0895
H -4.097 4.683 -1.669 -0.23 -0.21 0.07 0.0848